P) 2 unconnected molecules or ions with the total composition C5H15N2O, computed with ωB97M-V/def2-TZVPD.

```
23
Properties=species:S:1:pos:R:3:mulliken_charge:R:1
C 1.5747 -1.1527 0.7820 -0.586
N 0.1370 -0.9740 0.6144 -0.362
C -0.3625 -1.4083 -0.7288 -0.708
C -1.3597 -0.2499 -1.0824 0.568
C -2.5348 -0.2006 -0.0853 -1.254
O -0.7860 0.9692 -1.0143 -0.495
C 2.3553 -0.2416 -0.1218 -0.417
N 1.6450 1.0833 -0.2990 -0.363
H 1.7927 -2.2053 0.6480 0.360
H 1.7640 -0.7951 1.8288 0.338
H 0.0258 0.0315 0.6913 0.395
H 0.3650 -1.5377 -1.5437 0.297
H -0.9385 -2.3295 -0.5822 0.425
H -1.6855 -0.4594 -2.1153 0.411
H -3.0962 0.6951 -0.3299 0.425
H -3.2152 -1.0230 -0.2391 0.397
H -2.3336 0.0340 0.9803 0.304
H -0.7230 4.0387 2.8124 0.070
H 2.4045 -0.6845 -1.1257 0.333
H 3.3553 -0.0497 0.2495 0.416
H -1.1805 3.9128 2.2372 -0.069
H 0.6105 1.0150 -0.5359 0.200
H 2.1856 1.5316 -1.0404 0.316
```

## Properties
Total charge: +1
Frontier orbital gap, eV: 5.3

=====

Q) A gas-phase ion, C5H15N2O (charge +1), computed with ωB97M-V/def2-TZVPD.

```
23
Properties=species:S:1:pos:R:3:mulliken_charge:R:1
C 0.0768 2.8831 1.7035 -0.982
N 0.4529 1.9518 0.6418 -0.324
C 0.3401 0.5519 1.0009 -0.785
C -0.6119 -0.1183 -0.0033 -0.207
N -1.3321 -1.4061 0.5221 -0.333
C 0.2239 -0.6772 -1.1918 0.298
C 1.4920 -1.4043 -0.9230 -1.431
O -0.6158 -1.5912 -1.9265 -0.591
H 0.2095 3.9507 1.4942 0.343
H -1.0090 2.9361 1.8076 0.298
H 0.5984 2.6419 2.6439 0.338
H 1.3728 2.1634 0.2948 0.278
H 1.3280 0.0971 0.9492 0.327
H 0.0006 0.4882 2.0386 0.543
H -1.4765 0.5100 -0.1961 0.319
H -0.5953 -2.0188 0.8800 0.316
H -1.8303 -1.9623 -0.1707 0.341
H -1.8786 -1.0683 1.3112 0.380
H 0.4297 0.2079 -1.8074 0.423
H 1.4807 -2.3933 -0.4388 0.290
H 2.3921 -0.8042 -0.6814 0.408
H 2.1191 -1.7075 -1.8014 0.386
H -0.7853 -1.2425 -2.7890 0.365
```

## Properties
Total charge: +1
Frontier orbital gap, eV: 9.6
SMILES: CNC[C@H]([NH3+])[C@@H](C)O

=====

Tell me which of them is the most stable. Sure, it is Q).

=====

P) A gas-phase ion, C5H15N2O (charge +1), computed with ωB97M-V/def2-TZVPD.

```
23
Properties=species:S:1:pos:R:3:mulliken_charge:R:1
C 1.6628 0.4954 -2.2198 -0.901
N 0.6759 -0.5418 -1.9296 -0.318
C 0.5246 -0.8281 -0.4918 -0.815
C -0.4915 0.1532 0.0865 0.036
N -1.5248 0.4901 -0.9878 -0.190
C -1.1643 -0.3507 1.3852 -0.736
C -0.4588 0.1540 2.6230 -0.572
O 0.7806 -0.5733 2.7063 -0.526
H 1.2882 1.5144 -2.1117 0.227
H 2.5521 0.4212 -1.5917 0.322
H 2.0838 0.3408 -3.2060 0.380
H 0.9932 -1.3683 -2.4102 0.271
H 1.4360 -0.5768 0.0308 0.283
H 0.1908 -1.8501 -0.3678 0.501
H -0.0506 1.1209 0.3393 0.210
H -1.1424 1.2077 -1.6064 0.353
H -2.3359 0.8982 -0.5318 0.378
H -1.7817 -0.3308 -1.5294 0.331
H -2.1979 0.0194 1.4202 0.393
H -1.2447 -1.4369 1.3217 0.363
H -1.0371 -0.1771 3.4861 0.298
H -0.2306 1.2194 2.5307 0.393
H 1.4724 -0.0007 3.0542 0.318
```

## Properties
Total charge: +1
Frontier orbital gap, eV: 10.1
SMILES: CNC[C@@H]([NH3+])CCO

=====

Q) 2 unconnected molecules or ions with the total composition C5H15N2O, computed with ωB97M-V/def2-TZVPD.

```
23
Properties=species:S:1:pos:R:3:mulliken_charge:R:1
C 1.5750 2.1662 -2.0575 -1.054
C 0.3237 1.2980 -1.7621 -0.362
C 0.7202 0.6129 -0.3406 -0.902
C 0.0525 -0.6034 0.0528 0.271
C 0.5390 -1.7702 -0.4353 -0.285
N 0.1251 -3.0733 -0.2151 -0.508
N -1.2163 -0.2668 0.7399 -0.335
H 1.2193 3.2091 -2.2179 0.309
H 1.8852 1.7735 -3.0564 0.273
H 2.3854 2.4125 -1.3488 0.371
H -0.5883 1.9291 -1.5811 0.281
H 0.2843 0.5000 -2.4984 0.346
H 0.5581 1.6052 0.3816 0.222
H 1.8335 0.3305 -0.2762 0.382
H 1.6166 -1.6838 -0.9772 0.279
H 0.7355 -3.8331 -0.5706 0.264
H -0.9380 -3.3688 -0.2422 0.236
H -2.0779 -0.0960 0.0537 0.405
H -1.7158 -0.9177 1.3010 0.390
H -1.1451 0.6241 1.3561 0.441
H -2.0613 0.5268 3.9437 0.318
H -1.4826 1.9583 3.6416 0.340
O -1.5167 1.0237 3.2093 -0.684
```

## Properties
Total charge: +1
Frontier orbital gap, eV: 8.7

=====

Tell me which of them is the most stable. Sure, it is P).

=====

P) 2 unconnected molecules or ions with the total composition C5H15N2O, computed with ωB97M-V/def2-TZVPD.

```
23
Properties=species:S:1:pos:R:3:mulliken_charge:R:1
C 0.7516 0.5534 3.3834 -1.370
C -0.0629 0.1969 2.1827 0.713
C -1.1408 0.8004 1.7328 -0.862
N 0.4506 -0.9741 1.4212 -0.102
H 0.3634 1.4701 3.8180 0.372
H 0.6906 -0.2261 4.1482 0.352
H 1.8016 0.7101 3.1366 0.378
H -1.6210 0.4466 0.8305 0.249
H -1.5405 1.6553 2.2521 0.311
H 1.2392 -1.3984 1.9137 0.406
H 0.7669 -0.6763 0.4457 0.155
H -0.2434 -1.7174 1.3170 0.418
C -1.3061 0.0598 -3.2650 -0.949
N -0.6221 -0.1513 -1.9762 -0.221
C 0.8082 -0.2508 -2.1405 -0.559
O 1.4673 -0.0613 -0.8721 -0.632
H -1.0335 1.0392 -3.6483 0.333
H -2.3822 0.0785 -3.0929 0.318
H -1.0860 -0.7011 -4.0157 0.339
H -0.9479 -1.0385 -1.6025 0.228
H 1.1572 -1.2197 -2.5058 0.313
H 1.1449 0.5323 -2.8125 0.449
H 1.3449 0.8723 -0.6505 0.360
```

## Properties
Total charge: +1
Frontier orbital gap, eV: 10.0

=====

Q) 2 unconnected molecules or ions with the total composition C5H15N2O, computed with ωB97M-V/def2-TZVPD.

```
23
Properties=species:S:1:pos:R:3:mulliken_charge:R:1
C -1.8686 1.5011 -1.4073 -0.868
C 0.2678 -1.4845 -1.6634 -1.058
C 0.8782 0.7333 1.8618 -1.090
C -1.9437 0.2847 -0.4674 -0.786
C -0.5512 0.1459 0.0499 0.832
N 0.3933 -0.6218 -0.4970 -0.123
N -0.3192 0.8829 1.1174 -0.099
O 2.7944 -1.2592 1.3281 -0.651
H -2.9546 1.8171 -1.6515 0.330
H -1.3891 1.4314 -2.3868 0.291
H -1.4754 2.3754 -0.7986 0.287
H -0.5665 -2.1388 -1.8531 0.369
H 0.1683 -0.8300 -2.4400 0.416
H 1.1108 -2.2025 -1.6115 0.309
H 1.3575 1.5321 2.3882 0.392
H 0.6952 0.1132 2.7388 0.322
H 1.7599 0.4020 1.3408 0.460
H -2.7266 0.4376 0.1402 0.434
H -2.1545 -0.5763 -1.0541 0.279
H 1.2810 -0.7549 -0.0962 0.115
H 3.8473 -1.3335 1.4421 0.327
H -1.1126 1.2906 1.4930 0.221
H 2.5082 -1.7458 2.0264 0.291
```

## Properties
Total charge: +1
Frontier orbital gap, eV: 11.4

=====

Tell me which of them is the most stable. Sure, it is P).

=====

P) A single C20H22N4O3S molecule, computed with ωB97M-V/def2-TZVPD.

```
50
Properties=species:S:1:pos:R:3:mulliken_charge:R:1
C 2.8189 1.8313 -2.2911 -1.020
O 3.3271 0.9367 -1.3250 -0.216
C 2.9615 1.0977 -0.0321 0.794
C 2.0421 2.0338 0.4351 -0.720
C 1.7338 2.0858 1.7847 -0.583
C 2.3265 1.2209 2.6880 -0.772
C 3.2387 0.2848 2.2283 -0.277
C 3.5471 0.2285 0.8874 0.073
S 4.6921 -1.0219 0.2948 1.269
O 4.9482 -1.9238 1.3740 -0.672
O 5.8104 -0.4329 -0.3735 -0.715
N 3.8058 -1.8150 -0.9022 -0.360
C 2.4337 -1.9251 -0.7002 0.015
C 1.9601 -2.3179 0.5506 -0.179
C 0.6040 -2.3505 0.7992 -0.607
C -0.3057 -1.9903 -0.1912 0.408
C -1.7360 -1.9738 0.1007 -0.386
N -2.4586 -2.9900 0.4800 -0.512
N -3.7210 -2.5676 0.6393 -0.687
C -3.7695 -1.2953 0.3639 0.700
N -2.5240 -0.8504 0.0088 0.179
C -2.0926 0.4915 -0.2901 0.249
C -3.1542 1.2532 -1.0817 -1.091
C -4.2295 1.8797 -0.1899 -0.648
C -4.7330 0.9532 0.9199 -0.667
C -5.0039 -0.4701 0.4317 -0.734
C 0.1678 -1.6551 -1.4566 -0.534
C 1.5251 -1.6221 -1.7106 -0.676
H 3.2941 1.5500 -3.2291 0.245
H 1.7327 1.7350 -2.3893 0.352
H 3.0777 2.8667 -2.0540 0.397
H 1.5635 2.7218 -0.2435 0.458
H 1.0186 2.8178 2.1295 0.441
H 2.0797 1.2718 3.7362 0.418
H 3.7218 -0.4171 2.8889 0.518
H 4.0746 -1.4798 -1.8156 0.366
H 2.6729 -2.5890 1.3120 0.689
H 0.2338 -2.6521 1.7664 0.474
H -1.8611 1.0211 0.6428 0.108
H -1.1646 0.4156 -0.8636 0.124
H -3.6104 0.5649 -1.7959 0.363
H -2.6707 2.0455 -1.6564 0.389
H -3.8325 2.7879 0.2695 0.312
H -5.0693 2.1735 -0.8230 0.366
H -5.6543 1.3743 1.3263 0.386
H -4.0108 0.9143 1.7381 0.363
H -5.6822 -0.9866 1.1123 0.303
H -5.4878 -0.4430 -0.5492 0.286
H -0.5296 -1.4315 -2.2522 0.588
H 1.8891 -1.3566 -2.6927 0.420
```

## Properties
Frontier orbital gap, eV: 8.7
SMILES: COc1ccccc1S(=O)(=O)Nc1ccc(-c2nnc3n2CCCCC3)cc1

=====

Q) A single C20H22N4O3S molecule, computed with ωB97M-V/def2-TZVPD.

```
50
Properties=species:S:1:pos:R:3:mulliken_charge:R:1
C 0.5150 4.4214 -0.6753 -1.281
C -0.3669 3.1904 -0.7582 -0.195
O 0.4402 2.0430 -0.4903 -0.187
C -0.1881 0.8689 -0.5016 1.036
O -1.3880 0.7763 -0.7291 -0.749
C 0.6630 -0.2766 -0.2188 -0.746
C 0.1210 -1.5511 -0.2100 0.034
N -1.1967 -1.8334 -0.4592 0.153
C -1.7164 -3.0735 -0.3125 0.613
O -1.0375 -4.0343 -0.0161 -0.655
C -3.2245 -3.1773 -0.5423 -0.818
N -3.8981 -1.9183 -0.5952 0.668
N -4.5587 -1.5163 -1.6941 -0.829
N -5.0445 -0.3616 -1.5277 -0.529
C -4.7177 0.0840 -0.2810 0.522
C -4.9799 1.2810 0.3835 -0.735
C -4.4740 1.4145 1.6542 -0.523
C -3.7293 0.3976 2.2696 -0.673
C -3.4587 -0.7931 1.6363 -0.464
C -3.9623 -0.9348 0.3491 0.770
S 1.2609 -2.7757 0.1654 -0.424
C 2.5147 -1.5674 0.3040 0.666
C 2.0619 -0.3059 0.0878 0.282
C 2.9689 0.8816 0.1467 -0.412
C 4.3183 0.5181 0.7670 -1.312
C 4.8700 -0.8070 0.2328 0.374
C 5.0679 -0.7788 -1.2805 -1.604
C 3.9178 -1.9398 0.6364 -1.024
H 0.9442 4.5106 0.3191 0.299
H -0.0762 5.3072 -0.8877 0.421
H 1.3236 4.3515 -1.3979 0.308
H -1.1823 3.2280 -0.0264 0.299
H -0.8135 3.0835 -1.7532 0.310
H -1.7400 -0.9915 -0.6867 0.162
H -3.3966 -3.6795 -1.4994 0.383
H -3.6365 -3.8098 0.2531 0.380
H -5.5493 2.0607 -0.0950 0.459
H -4.6481 2.3283 2.2032 0.399
H -3.3552 0.5603 3.2697 0.398
H -2.8797 -1.5730 2.1078 0.425
H 3.1074 1.2712 -0.8652 0.244
H 2.4964 1.6751 0.7272 0.402
H 4.2012 0.4299 1.8494 0.381
H 5.0320 1.3210 0.5741 0.464
H 5.8430 -0.9875 0.7029 0.360
H 4.1118 -0.7332 -1.7942 0.306
H 5.6628 0.0843 -1.5708 0.363
H 5.5869 -1.6767 -1.6087 0.442
H 4.0006 -2.1264 1.7122 0.363
H 4.1886 -2.8662 0.1258 0.478
```

## Properties
Frontier orbital gap, eV: 8.6
SMILES: CCOC(=O)c1c(NC(=O)Cn2nnc3ccccc32)sc2c1CC[C@H](C)C2

=====

Tell me which of them is the most stable. Sure, it is Q).

=====

P) A molecular structure, C3H6O2S, computed with ωB97M-V/def2-TZVPD.

```
12
Properties=species:S:1:pos:R:3:mulliken_charge:R:1
C -0.3174 -0.6790 -0.4674 0.231
C 0.7462 -1.6883 -0.3382 -1.012
C 0.1842 1.7651 0.6184 -0.561
O -2.7255 0.4567 -0.6911 -0.385
O 0.4782 1.0074 -0.4592 -0.357
S -1.9397 -0.7503 -0.5453 0.243
H 0.4332 -2.6210 -0.0234 0.421
H 1.1752 -1.7669 -1.2565 0.324
H 1.5484 -1.5473 0.3684 0.321
H 0.8387 2.6405 0.4896 0.224
H 0.3508 1.1042 1.5645 0.223
H -0.7722 2.0789 0.7403 0.327
```

## Properties
Expectation value of S²: 2.05
Frontier orbital gap (spin up / spin down), eV: 6.6 / 5.5
Multiplicity: 3

=====

Q) A single C3H6O2S molecule, computed with ωB97M-V/def2-TZVPD.

```
12
Properties=species:S:1:pos:R:3:mulliken_charge:R:1
C 0.8191 0.0300 0.2977 0.474
C 0.1032 -1.2382 0.0166 -1.177
C -0.0234 1.2346 0.0460 -1.093
O 3.1975 1.2845 0.0587 -0.480
O 3.0864 -1.2982 0.1181 -0.482
S 2.4715 0.0007 -0.1457 0.713
H -0.4796 -1.3794 -0.8643 0.381
H 0.7711 -2.0324 0.3309 0.357
H -0.8134 -1.3301 0.6958 0.330
H -0.6242 1.4125 0.8625 0.334
H -0.5401 0.9779 -0.9194 0.291
H 0.4883 2.1981 -0.1983 0.352
```

## Properties
Expectation value of S²: 2.01
Frontier orbital gap (spin up / spin down), eV: 8.8 / 9.0
Multiplicity: 3

=====

Tell me which of them is the most stable. Sure, it is Q).

=====

P) A single C6H6N2 molecule, computed with ωB97M-V/def2-TZVPD.

```
14
Properties=species:S:1:pos:R:3:mulliken_charge:R:1
C -1.9810 -0.0915 -0.2791 -0.048
C -0.4310 -0.2582 -0.4876 -0.020
C 0.2995 0.8001 0.4381 0.113
C 0.7164 -1.0087 0.0898 0.012
C 1.9102 -0.3616 -0.6292 -0.468
C 1.5186 1.0322 -0.4001 -0.551
H -0.2317 -0.1373 -1.6751 0.295
H -0.3310 1.8675 0.6096 0.328
H 1.5353 -0.4427 1.7908 0.346
H 0.3282 -2.0743 -0.1407 0.387
H 2.7402 -0.8913 -1.2134 0.310
H 2.3873 1.7353 -0.5260 0.322
N -3.1475 0.1382 -0.0995 -0.455
N 0.4868 -0.2426 1.3514 -0.573
```

## Properties
Frontier orbital gap, eV: 9.6

=====

Q) A single C6H6N2 molecule, computed with ωB97M-V/def2-TZVPD.

```
14
Properties=species:S:1:pos:R:3:mulliken_charge:R:1
H 1.2833 1.3119 -2.7656 0.227
N 0.2957 0.9442 -2.5920 -0.668
C 0.1051 0.4409 -1.4410 0.688
C 1.2401 0.2756 -0.5663 -0.269
C 1.2261 -0.1507 0.7666 -0.367
C 0.0777 -0.4318 1.6563 -0.290
C -1.2137 -0.5422 1.2069 -0.187
C -1.7218 -0.4338 -0.1192 0.043
N -1.1966 0.0808 -1.1844 -0.414
H 2.1814 0.5268 -0.9398 0.255
H 2.2156 -0.2686 1.3069 0.242
H 0.3031 -0.3393 2.7594 0.288
H -1.9155 -0.7651 2.0943 0.194
H -2.8804 -0.6488 -0.1822 0.259
```

## Properties
Frontier orbital gap, eV: 7.9
SMILES: [H]/N=c1\cccccn1

=====

R) A molecular structure, C6H6N2, computed with ωB97M-V/def2-TZVPD.

```
14
Properties=species:S:1:pos:R:3:mulliken_charge:R:1
C 0.7943 -1.1298 0.1697 0.909
C -0.0489 0.8125 1.6153 -0.485
C -0.6046 0.8636 0.3699 -0.426
C 0.7802 -0.2392 1.9048 -0.347
C -0.3599 -0.0419 -0.6361 0.524
C -0.3001 -0.1178 -2.0706 -1.099
N -0.1806 -1.6114 -0.3898 -0.501
N 1.6671 -0.9408 1.0757 -0.583
H -0.4457 1.4087 2.4087 0.361
H -1.3163 1.4596 -0.1242 0.366
H 1.0843 -0.1415 2.9456 0.335
H 0.6868 -0.2177 -2.3815 0.313
H -0.7008 0.8069 -2.4968 0.357
H -1.0559 -0.9113 -2.3909 0.275
```

## Properties
Frontier orbital gap, eV: 8.9

=====

S) A molecular structure, C6H6N2, computed with ωB97M-V/def2-TZVPD.

```
14
Properties=species:S:1:pos:R:3:mulliken_charge:R:1
C 2.1325 0.2891 -0.0817 -0.165
C 0.6265 0.1658 -0.0475 1.017
C -0.0854 -0.7391 0.9907 -0.442
C -1.0317 -0.7336 -0.3579 -0.098
C -1.3657 0.8676 -0.3829 -0.505
C -0.1482 1.4102 -0.0861 -0.493
H 0.3694 -1.7805 1.3021 0.274
H -0.7556 -0.0989 1.7538 0.283
H -2.0742 -1.2802 -0.4443 0.362
H 0.7887 -1.4208 -1.1277 0.318
H -2.3673 1.4193 -0.3154 0.293
H 0.3262 2.3619 0.3123 0.325
N 3.3483 0.1340 -0.2183 -0.512
N 0.2364 -0.5949 -1.2971 -0.657
```

## Properties
Frontier orbital gap, eV: 10.8

=====

Tell me which of them is the most stable. Sure, it is Q).